2 unconnected molecules or ions with the total composition C3H5N3 in a non-equilibrium geometry, computed with ωB97M-V/def2-TZVPD.

Structure (XYZ):
```
11
C3H5N3 | the Open Molecules 2025 dataset | ωB97M-V/def2-TZVPD
C 1.929 0.986 -0.319
C 0.714 1.462 -0.977
N -0.263 1.800 -1.495
N -2.512 -1.495 1.754
N -1.756 -1.297 0.794
C -0.899 -1.048 0.001
H 1.681 0.126 0.310
H 2.662 0.680 -1.071
H 2.361 1.777 0.299
H -2.912 -2.432 1.662
H -1.004 -0.559 -0.958
```

Calculated values
HOMO-LUMO gap (eV): 9.935
Total charge: 0
Spin multiplicity: 1
E_HOMO (eV): -9.1616